Record 1
DFT (ωB97M-V/def2-TZVPD) results for a structure of composition C28H29HfNP2SSe4.

Computed properties:
* total charge: +2
* HOMO level: -12.9 eV

CARTESIAN COORDINATES (ANGSTROEM)
Hf 1.9556 2.2582 1.4460
C -4.1460 -1.9562 -4.2933
S -2.7876 -1.2592 -3.2936
C -3.3019 -1.2275 -1.5577
C -2.2753 -0.3776 -0.7171
C -1.0315 -1.1519 -0.3056
N -0.0104 -0.2186 0.2430
P 1.0183 0.7485 -0.6344
C 1.4437 -0.2106 -2.1091
C 0.4852 -0.2711 -3.0933
C 0.7368 -1.1124 -4.1819
C 1.9164 -1.7921 -4.2754
C 2.8656 -1.7184 -3.2602
C 2.6556 -0.9185 -2.1513
C 0.2700 2.3346 -1.1119
C -0.9298 2.6536 -0.4556
C -1.4556 3.9287 -0.6446
C -0.6842 4.8555 -1.3793
C 0.5765 4.5039 -1.9882
C 1.0618 3.2380 -1.7854
P 0.2701 0.2608 1.8585
C -1.0053 -0.5516 2.7721
C -0.9179 -1.8455 3.2891
C -2.0288 -2.4399 3.8172
C -3.1978 -1.7492 3.7436
C -3.2978 -0.4223 3.3654
C -2.1443 0.1901 2.8300
C 1.8605 -0.5450 2.2468
C 2.3911 -1.6045 1.4907
C 3.5295 -2.2110 1.9323
C 4.1585 -1.7765 3.0961
C 3.6377 -0.7634 3.9000
C 2.5006 -0.1759 3.4197
H -3.8953 -1.7357 -5.3259
H -5.0781 -1.5210 -4.0159
H -4.2522 -3.0367 -4.1751
H -3.4184 -2.1663 -1.1420
H -4.2634 -0.7561 -1.4217
H -2.7160 -0.0934 0.2296
H -2.0338 0.4887 -1.3329
H -0.5497 -1.8032 -1.0036
H -1.3287 -1.8035 0.5461
H -0.4571 0.1588 -3.0360
H -0.0398 -1.1176 -4.9824
H 2.0485 -2.4576 -5.0705
H 3.8653 -2.1213 -3.3866
H 3.3774 -0.8703 -1.3589
H -1.4996 2.0262 0.1263
H -2.4314 4.1712 -0.2720
H -1.0609 5.8875 -1.4914
H 1.1482 5.1294 -2.6557
H 1.8414 2.7907 -2.3355
H 0.0367 -2.4072 3.4565
H -1.9777 -3.3763 4.2969
H -4.1009 -2.2499 4.0660
H -4.2561 0.1376 3.4240
H -2.1669 1.2251 2.5769
H 1.9055 -1.8552 0.5081
H 3.9489 -3.0967 1.4588
H 5.0346 -2.3273 3.4817
H 4.0903 -0.3463 4.7712
H 2.1130 0.4979 4.1335
Se 0.6547 4.3500 2.3388
Se 2.7816 4.6942 1.5136
Se 4.0362 3.0955 2.8719
Se 4.5244 1.8159 0.9935

Atom charges from the natural (NBO) analysis, given in e for atoms 1 to 6: Hf 0.87; C -0.71; S 0.14; C -0.52; C -0.42; C -0.23

***

Record 2
DFT (ωB97M-V/def2-TZVPD) results for a structure of composition C28H29N3SiTc.

Computed properties:
* total charge: +2
* multiplicity: 4
* expectation value of S²: 3.7697
* ΔE to the lowest compared entry with this formula, charge and spin: 118.58 kJ/mol
* HOMO level (spin up / spin down): -14.1 / -14.1 eV

CARTESIAN COORDINATES (ANGSTROEM)
C 0.4921 1.6842 -0.2339
C -0.5875 1.4923 -1.1599
C -1.7787 1.1679 -0.4245
H -0.5281 1.6333 -2.2252
C -1.4508 1.1414 0.9775
C -0.0403 1.4891 1.0833
H 0.5259 1.6593 1.9816
H 1.5224 1.9130 -0.4677
H -2.7503 1.0137 -0.8571
H -2.1404 0.9726 1.7894
Tc -0.3302 -0.3000 0.0020
C -1.2096 -2.5080 -2.5880
H -2.0886 -2.2674 -1.9946
H -0.7585 -3.4128 -2.1745
H -1.5493 -2.7367 -3.6059
Si 0.2929 -1.2841 -2.8831
C 2.0043 -0.7861 -3.6325
C 2.7014 0.4088 -3.4134
H 2.2456 1.2594 -2.8950
C 4.0253 0.5138 -3.8726
H 4.5633 1.4474 -3.7246
C 4.6758 -0.5607 -4.4923
H 5.7140 -0.4889 -4.8333
C 3.9820 -1.7651 -4.6630
H 4.4705 -2.6428 -5.0873
C 2.6516 -1.8663 -4.2720
H 2.1481 -2.8308 -4.4051
C -0.9124 -0.1046 -3.8815
C -0.4491 0.6124 -4.9915
H 0.6131 0.5834 -5.2418
C -1.3310 1.3673 -5.7718
H -0.9432 1.9337 -6.6088
C -2.6857 1.4392 -5.4637
H -3.3591 2.0616 -6.0451
C -3.1659 0.7399 -4.3622
H -4.2177 0.7809 -4.0873
C -2.2873 0.0098 -3.5639
H -2.7182 -0.4855 -2.6913
H 0.7230 -0.6787 -1.4394
H 1.2202 -2.4203 -2.6115
N 0.1716 -3.0914 0.7927
C -1.2099 -3.0295 0.5116
C -1.9175 -4.1938 0.2550
C -3.2522 -4.1024 -0.1104
C -3.8353 -2.8302 -0.1592
C -3.0971 -1.6959 0.1297
N -1.7578 -1.7943 0.4367
C 0.6269 -2.3372 1.8809
C 1.2874 -2.9830 2.9222
C 1.3261 -2.3486 4.1641
C 0.7058 -1.1011 4.2656
C 0.1628 -0.4902 3.1400
N 0.2245 -1.0515 1.8958
H 0.5220 -4.0433 0.8046
H -1.3689 -5.1331 0.3236
H -3.8294 -4.9950 -0.3468
H -4.8730 -2.6866 -0.4320
H -3.5213 -0.6898 0.1194
H 1.6840 -3.9852 2.7476
H 1.7767 -2.8216 5.0356
H 0.6442 -0.5549 5.2077
H -0.3566 0.4585 3.2491

Atom charges from the Mulliken analysis, given in e for atoms 1 to 6: C -0.89; C -0.35; C -0.33; H 0.91; C -0.92; C -0.17

***

Record 3
DFT (ωB97M-V/def2-TZVPD) results for a structure of composition C28H30AlNO.

Computed properties:
* HOMO level: -7.9 eV

CARTESIAN COORDINATES (ANGSTROEM)
C 2.1844 0.0755 0.8584
C 2.2258 -0.6265 -0.3681
C 1.8628 0.2653 -1.4024
H 2.4748 -1.6657 -0.4877
C 1.6299 1.5261 -0.8150
C 1.8306 1.4094 0.5714
H 1.2924 2.4074 -1.3293
C -1.2979 -1.5280 1.2292
C -0.2009 -2.2452 0.7237
C -0.2959 -2.2489 -0.6847
H 0.5911 -2.6868 1.3047
C -1.4450 -1.5273 -1.0727
C -2.0617 -1.0879 0.1284
H 1.7981 0.0359 -2.4523
H 1.6594 2.1874 1.2947
H 2.3990 -0.3317 1.8320
H -2.9448 -0.4799 0.1986
H 0.4110 -2.7032 -1.3553
H -1.5021 -1.3167 2.2655
Al 0.0000 0.0000 0.0000
C -1.9760 -1.3193 -2.4754
C -3.4844 -1.5905 -2.4550
C -1.2936 -2.2693 -3.4545
H -3.6789 -2.6009 -2.0978
H -3.9023 -1.4813 -3.4503
H -3.9970 -0.8994 -1.7875
H -1.4843 -3.3073 -3.1871
H -0.2150 -2.1143 -3.4643
H -1.6731 -2.1052 -4.4569
C -1.6790 0.1369 -2.8565
C -2.2168 0.6589 -4.1714
H -0.5944 0.2773 -2.8631
H -2.0357 0.7980 -2.0676
O -3.1241 0.1447 -4.8169
N -1.6157 1.8017 -4.6157
C -0.4291 2.4320 -4.0844
H -1.9400 2.0967 -5.5232
C 0.8884 1.8543 -4.5503
C 2.0701 2.4781 -4.1538
H 2.0242 3.3494 -3.5121
C 3.2999 1.9877 -4.5596
H 4.2075 2.4839 -4.2426
C 3.3693 0.8551 -5.3621
H 4.3295 0.4677 -5.6748
C 2.1994 0.2230 -5.7516
H 2.2421 -0.6606 -6.3746
C 0.9660 0.7220 -5.3502
H 0.0584 0.2276 -5.6682
H -0.4568 2.4064 -2.9961
H -0.4698 3.4876 -4.3540
C -1.4614 2.6774 3.8617
C -0.6206 1.5789 4.0420
C -0.2213 0.8232 2.9407
C -0.6608 1.1539 1.6434
C -1.5016 2.2593 1.4692
C -1.9016 3.0173 2.5787
H -1.7681 3.2640 4.7179
H -0.2749 1.3128 5.0335
H 0.4330 -0.0231 3.1004
H -1.8427 2.5299 0.4796
H -2.5506 3.8714 2.4438

Atom charges from the natural (NBO) analysis, given in e for atoms 1 to 6: C -0.39; C -0.34; C -0.40; H 0.24; C -0.35; C -0.31